Record 1
Density functional theory data (the ωB97M-V functional and the def2-TZVPD basis) for the ion C5H9N6O with charge +1.

The structure (SMILES) is Nc1[nH]cnc(=[NH2+])[nH+]c[nH]c1[O-]. As for the energy above the lowest of the compared OMol25 structures with the same formula, charge and spin: 1.057 eV. Its total energy is -16310.8587 eV. The lowest unoccupied orbital energy (spin up / spin down) is -3.746 / -3.746 eV. Its HOMO-LUMO gap (spin up / spin down) is 7.540 / 7.541 eV. The value obtained for the largest force on an atom is 5.36 eV/A.

```
! wB97M-V def2-TZVPD RIJCOSX def2/J DEFGRID3
* xyz 1 1
N 0.2977 2.0873 -0.7334
C 0.4858 1.1116 0.1999
N -0.3109 1.1789 1.2853
C -1.5539 0.5865 1.2119
N -1.9062 -0.1387 0.2094
C -0.8981 -0.5900 -0.6449
N -0.9783 -0.4235 -1.9892
N -0.3731 -1.8200 -0.0993
C 0.6648 -1.8912 0.6758
N 1.4739 -0.9395 0.9762
C 1.5328 0.1291 -0.0423
O 2.4066 0.1718 -0.9198
H 1.1757 2.2819 -1.3241
H -0.0232 2.9914 -0.3908
H -0.0322 1.5410 2.1913
H -2.2271 0.8042 1.9651
H -1.5339 0.2836 -2.3876
H -0.1352 -0.7759 -2.5329
H -1.1114 -2.5650 -0.2845
H 0.6764 -2.8488 1.3320
H 2.3697 -1.1746 1.3018
*
```

These are the Löwdin partial charges, in e, on atoms 1 to 4: N 0.1426; C -0.3785; N 0.0879; C -0.1030



Record 2
Density functional theory data (the ωB97M-V functional and the def2-TZVPD basis) for the molecule C4H7NOS2.

The structure (SMILES) is C=C(SC)N(O)C=S. As for the energy above the lowest of the compared OMol25 structures with the same formula, charge and spin: 4.738 eV. Its total energy is -29465.0522 eV. The lowest unoccupied orbital energy is 0.170 eV. Its HOMO-LUMO gap is 8.704 eV. The value obtained for the largest force on an atom is 6.09 eV/A.

```
! wB97M-V def2-TZVPD RIJCOSX def2/J DEFGRID3
* xyz 0 1
C -0.4742 -1.6824 1.2868
C -0.4896 -0.7619 0.4258
S -0.1515 -1.1658 -1.3518
C 1.3667 -0.4594 -1.8463
N -0.5640 0.6090 0.8196
O -0.2483 0.8728 2.1263
C -0.9645 1.5292 -0.1171
S -1.4615 3.0247 0.4090
H -1.1223 -1.3167 2.1267
H -0.1510 -2.6510 1.0719
H 1.9459 -1.2453 -2.5902
H 1.4142 0.6730 -2.3142
H 2.0976 -0.6332 -1.0039
H -0.2734 1.9600 2.1896
H -0.9242 1.2468 -1.2322
*
```

These are the Löwdin partial charges, in e, on atoms 1 to 4: C 0.0028; C -0.5792; S 0.8393; C -0.5108



Record 3
Density functional theory data (the ωB97M-V functional and the def2-TZVPD basis) for a cluster of 2 separate species, C4H12 in total.

The structure (SMILES) is CC.CC. As for the energy above the lowest of the compared OMol25 structures with the same formula, charge and spin: 1.693 eV. Its total energy is -4340.8353 eV. The lowest unoccupied orbital energy is 1.057 eV. Its HOMO-LUMO gap is 11.836 eV. The value obtained for the largest force on an atom is 6.92 eV/A.

```
! wB97M-V def2-TZVPD RIJCOSX def2/J DEFGRID3
* xyz 0 1
C -0.6192 -2.2263 1.7190
C 0.2402 -1.2893 0.9114
H -1.3157 -1.8658 2.3404
H -1.0326 -2.9551 0.9454
H 0.0487 -2.8971 2.5523
H 0.4962 -1.7935 0.0213
H 1.1109 -0.9288 1.3649
H -0.4704 -0.4285 0.7796
C 0.3575 1.2669 -0.7482
C 0.0291 2.2865 -1.8440
H -0.0426 0.2571 -1.2033
H 1.4567 1.1514 -0.6578
H 0.0354 1.4610 0.2085
H -0.0545 1.8312 -2.8954
H 0.6946 3.0700 -1.9775
H -0.9724 2.8713 -1.7075
*
```

These are the Löwdin partial charges, in e, on atoms 1 to 4: C -0.1769; C -0.1999; H -0.0075; H 0.0836



Record 4
Density functional theory data (the ωB97M-V functional and the def2-TZVPD basis) for a structure of composition C9H13BN3O3S4Ta.

As for the energy above the lowest of the compared OMol25 structures with the same formula, charge and spin: 0.000 eV. Its total energy is -65713.0195 eV. The lowest unoccupied orbital energy is -7.432 eV. Its HOMO-LUMO gap is 6.515 eV. The value obtained for the largest force on an atom is 1.09 eV/A.

```
! wB97M-V def2-TZVPD RIJCOSX def2/J DEFGRID3
* xyz 2 1
Ta 1.5200 0.9257 -0.3836
N 1.4220 -0.8821 1.1263
N 2.5426 -1.2224 1.9003
C 3.7342 -0.7806 1.5101
N 4.8113 -1.1008 2.1928
S 3.8617 0.1930 0.1004
H 0.6846 -0.5634 1.7575
H 1.0841 -1.7220 0.6495
H 2.4121 -1.8446 2.6875
H 4.7871 -1.6828 3.0182
H 5.7135 -0.7662 1.8882
S 3.7814 5.0603 0.0352
C 3.5341 3.8733 -0.8716
S 1.1066 2.4439 0.9811
S 3.3177 2.6733 -1.8932
O -1.0233 -1.1182 -0.9352
B -0.5870 -0.0247 -0.2182
O -1.5477 0.4194 0.6702
C -2.6501 -0.4126 0.4626
C -3.8820 -0.3734 1.0749
C -4.7956 -1.3359 0.6571
C -4.4748 -2.2771 -0.3205
C -3.2243 -2.3025 -0.9301
C -2.3345 -1.3428 -0.5057
H -4.1220 0.3592 1.8324
H -5.7817 -1.3517 1.0999
H -5.2178 -3.0049 -0.6153
H -2.9671 -3.0285 -1.6884
C -0.6385 2.0336 -2.4456
O 0.6543 1.3365 -2.2756
H -1.2599 1.4454 -3.1150
H -0.4438 3.0259 -2.8425
H -1.0962 2.1040 -1.4644
H 1.0789 1.2435 -3.1393
*
```

These are the Löwdin partial charges, in e, on atoms 1 to 4: Ta 0.8661; N -0.0747; N -0.0109; C -0.7443



Record 5
Density functional theory data (the ωB97M-V functional and the def2-TZVPD basis) for a structure of composition C18H29AsN2O2Zr.

Its total energy is -88311.5999 eV. The lowest unoccupied orbital energy is -7.996 eV. Its HOMO-LUMO gap is 7.159 eV. The value obtained for the largest force on an atom is 0.52 eV/A.

```
! wB97M-V def2-TZVPD RIJCOSX def2/J DEFGRID3
* xyz 2 1
Zr 0.4854 -0.7029 -0.7769
O 2.2560 -1.6563 -1.0037
N 3.0641 -1.8459 0.0218
N 2.5522 -1.4601 1.0932
O 1.2991 -0.9775 1.0886
C 3.2758 -1.4824 2.3362
C 2.5560 -1.3995 3.5194
C 3.2551 -1.4421 4.7119
C 4.6385 -1.5641 4.7051
C 5.3373 -1.6403 3.5049
C 4.6612 -1.5976 2.3014
H 1.4803 -1.3072 3.5054
H 2.7186 -1.3811 5.6482
H 5.1787 -1.5952 5.6415
H 6.4149 -1.7255 3.5067
H 5.1911 -1.6443 1.3606
C -0.3317 4.5092 -2.1695
C 1.0356 3.8590 -1.8833
C 1.7391 4.5736 -0.7145
C 1.9210 3.8883 -3.1435
C 0.8156 2.4719 -1.5104
C 0.6305 1.2973 -1.1943
H -0.1669 5.5494 -2.4497
H -0.9709 4.4893 -1.2871
H -0.8413 4.0092 -2.9928
H 1.9004 5.6134 -0.9981
H 2.7072 4.1218 -0.5004
H 1.1295 4.5541 0.1883
H 2.0844 4.9299 -3.4193
H 1.4396 3.3831 -3.9802
H 2.8899 3.4258 -2.9583
C -3.2884 0.0704 -2.6963
C -3.4135 -1.3724 -2.2177
As -2.0581 -1.8091 -0.9050
C -2.3214 -0.5507 0.5898
C -3.6051 -0.7639 1.3916
C -2.3867 -3.5939 -0.1796
C -3.8488 -4.0180 -0.2871
H -4.0500 0.2716 -3.4485
H -2.3183 0.2653 -3.1580
H -3.4386 0.7855 -1.8875
H -3.2865 -2.0808 -3.0360
H -4.3762 -1.5715 -1.7484
H -2.2858 0.4566 0.1650
H -1.4539 -0.6500 1.2645
H -4.4831 -0.6802 0.7515
H -3.6826 -0.0045 2.1684
H -3.6201 -1.7403 1.8735
H -2.0429 -3.5561 0.8555
H -1.7341 -4.2809 -0.7160
H -4.5195 -3.3303 0.2258
H -3.9674 -5.0001 0.1694
H -4.1654 -4.1002 -1.3259
*
```

These are the Löwdin partial charges, in e, on atoms 1 to 4: Zr 1.6330; O -0.2680; N 0.0953; N -0.1414



Record 6
Density functional theory data (the ωB97M-V functional and the def2-TZVPD basis) for a structure of composition C35H51BrCl3GeN3O10P2PtS2Si3.

As for the energy above the lowest of the compared OMol25 structures with the same formula, charge and spin: 0.993 eV. Its expectation value of S² is 0.755. Its total energy is -293324.5298 eV. The lowest unoccupied orbital energy (spin up / spin down) is -4.003 / -4.000 eV. Its HOMO-LUMO gap (spin up / spin down) is 6.669 / 6.671 eV. The value obtained for the largest force on an atom is 0.83 eV/A.

```
! wB97M-V def2-TZVPD RIJCOSX def2/J DEFGRID3
* xyz 1 2
Pt 0.6260 -0.3858 0.3809
C 0.1433 4.5981 -0.0848
C 0.1001 3.0754 -0.1763
O 1.4100 2.5223 -0.0761
P -0.8522 2.3609 1.1946
O -0.1899 2.9203 2.5168
O -2.2639 3.0661 1.1866
O -0.9771 0.8624 1.1771
P -0.6179 2.5178 -1.8001
O -2.1604 3.0520 -1.6336
O 0.0738 3.2471 -2.8779
O -0.6768 1.0094 -1.7997
H 0.7555 4.8849 0.7713
H -0.8495 5.0321 0.0312
H 0.5903 4.9897 -0.9988
H 1.8485 2.6088 -0.9369
H -0.6817 2.7139 3.3239
H -2.7234 2.9562 0.3339
H -2.3104 3.7977 -2.2302
Br -2.9547 -7.5183 2.4956
C -2.2242 -5.8735 3.0695
C -2.1582 -5.5836 4.4240
C -1.6193 -4.3727 4.8352
C -1.1438 -3.4632 3.9042
C -1.2238 -3.7645 2.5498
C -1.7682 -4.9720 2.1262
C -0.7315 -2.7790 1.5472
O -1.1140 -2.9652 0.3333
O 0.0162 -1.8574 1.9275
H -2.5244 -6.2986 5.1474
H -1.5686 -4.1442 5.8911
H -0.7098 -2.5225 4.2129
H -1.8368 -5.2008 1.0723
Cl 7.5132 1.8193 -1.7284
C 6.7117 2.2917 -0.2684
C 5.4102 2.7614 -0.3216
C 4.7723 3.1166 0.8539
C 5.4081 3.0112 2.0858
C 4.6527 3.3179 3.3593
C 4.2895 2.0240 4.1083
N 3.7091 1.0402 3.2091
C 4.3763 -0.0266 2.6556
C 3.5308 -0.5691 1.7430
N 2.3592 0.1544 1.7229
C 2.5030 1.1103 2.6184
O 3.4712 4.0132 3.0187
C 3.0303 4.9603 3.9815
C 2.0626 5.8919 3.3249
C 2.3823 6.7054 2.2778
Cl 3.9110 6.8309 1.5151
S 1.0676 7.6727 1.7608
C 0.0502 6.9966 2.9594
C 0.7037 6.0726 3.7123
C 6.7220 2.5587 2.0966
Cl 7.5951 2.4288 3.6006
C 7.3857 2.1962 0.9361
H 4.9089 2.8448 -1.2764
H 3.7576 3.4850 0.8313
H 5.2776 3.9279 4.0216
H 3.5836 2.2446 4.9095
H 5.1782 1.5824 4.5530
H 5.3763 -0.2889 2.9539
H 3.6848 -1.4227 1.1081
H 1.7954 1.8885 2.8364
H 3.8912 5.5165 4.3707
H 2.5428 4.4610 4.8275
H -0.9727 7.3241 3.0480
H 0.2441 5.5378 4.5322
H 8.4070 1.8463 0.9745
C -1.3239 -2.3848 -4.7074
Si -0.8192 -0.8370 -3.8085
C 0.9001 -0.2739 -4.1517
C -2.1823 0.3865 -4.0766
Ge -0.9530 -1.4497 -1.0273
Si 0.4036 -3.7211 -1.7866
C 1.3067 -4.3797 -0.3003
C 1.6153 -3.6245 -3.1977
C -1.0924 -4.7528 -2.1998
Si -3.4328 -1.3428 -0.7914
C -3.9205 0.4532 -0.6403
C -3.9787 -2.2856 0.7187
C -4.2021 -2.1444 -2.2984
H -1.6010 -2.0319 -5.7093
H -2.2110 -2.8542 -4.2873
H -0.5419 -3.1285 -4.8262
H 0.9883 -0.2722 -5.2460
H 1.6684 -0.9325 -3.7566
H 1.0752 0.7321 -3.7773
H -1.8491 0.9625 -4.9490
H -2.3474 1.0817 -3.2613
H -3.1162 -0.1071 -4.3380
H 1.8346 -3.5985 0.2404
H 2.0550 -5.0820 -0.6820
H 0.6512 -4.9188 0.3824
H 2.5810 -3.2749 -2.8321
H 1.3221 -3.0025 -4.0353
H 1.7431 -4.6427 -3.5815
H -1.7885 -4.8167 -1.3647
H -0.7283 -5.7633 -2.4154
H -1.6248 -4.4036 -3.0807
H -3.2000 0.9592 -0.0029
H -4.9102 0.5478 -0.1861
H -3.9440 0.9483 -1.6118
H -3.5357 -1.9067 1.6408
H -3.7709 -3.3527 0.6500
H -5.0631 -2.1531 0.7871
H -4.0737 -1.5621 -3.2080
H -5.2771 -2.2408 -2.1189
H -3.8181 -3.1530 -2.4649
S 4.0715 -0.1397 -2.0469
C 2.8274 -0.8362 -1.3539
N 1.9181 -1.4134 -0.8335
*
```

These are the Löwdin partial charges, in e, on atoms 1 to 4: Pt 1.0869; C -0.0492; C -0.5793; O -0.0896



> Which formula does entry 3 have?

C4H12